Formula: C41H64ClF2N10O6
Source: the Open Molecules 2025 dataset
Level of theory: wB97M-V/def2-TZVPD

Last column: Löwdin charge in e.
Cartesian coordinates (Å):
C -3.02235 -2.79201 -4.81494  -0.08
C -3.26483 -1.92597 -6.09071  -0.19
C -1.97019 -1.74904 -6.91725  -0.19
O -0.82592 -1.45774 -6.12775  -0.13
C -0.83774 -0.13295 -5.63342  -0.10
C -1.17350 -0.09716 -4.14919  -0.04
C -0.38384 -0.90012 -3.30103  -0.04
C 0.78970 -1.72312 -3.80811  -0.10
O 1.68236 -0.99536 -4.64066  -0.01
C 2.64135 -0.28564 -3.92371  -0.46
C 2.26338 0.61627 -2.75453  0.02
O 3.78045 -0.35212 -4.26807  0.16
C -0.68234 -0.92011 -1.93993  -0.03
C 0.08862 -1.73664 -0.93008  -0.08
C 0.05257 -3.28014 -1.21443  -0.22
N -1.00861 -3.64414 -2.17476  0.03
C -1.75381 -0.09241 -1.54388  -0.17
N -2.06974 -0.10183 -0.13503  0.15
C -3.44427 0.30239 0.04980  -0.46
O -4.37920 -0.39447 -0.13998  0.22
F -3.56823 1.56532 0.48350  0.15
C -1.16777 0.80276 0.57870  -0.47
O -0.79133 0.54844 1.67173  0.21
F -0.78746 1.88483 -0.09009  0.18
N -2.46287 0.63996 -2.32768  0.24
N -2.13109 0.61461 -3.58397  0.00
C -2.94566 1.50811 -4.45405  -0.03
C -3.42606 2.67959 -3.54272  -0.80
O -2.62271 3.50658 -3.26330  0.08
Cl -5.07188 2.74276 -2.92898  0.73
H -1.98468 -3.12924 -4.72411  0.05
H -3.64512 -3.69138 -4.80982  0.08
H -3.26593 -2.21121 -3.91761  0.06
H -3.96893 -2.47044 -6.72899  0.11
H -3.70761 -0.97864 -5.76570  0.08
H -1.81107 -2.70083 -7.43709  0.14
H -2.12457 -1.01280 -7.72371  0.13
H -1.50142 0.45426 -6.27585  0.13
H 0.18067 0.24938 -5.77152  0.15
H 1.35309 -2.09723 -2.94633  0.12
H 0.39103 -2.59662 -4.33214  0.14
H 2.89927 1.50180 -2.75255  0.10
H 2.34012 0.09556 -1.78380  0.02
H 1.22921 0.98189 -2.85981  0.08
H -0.39244 -1.58466 0.04190  0.11
H 1.11712 -1.36133 -0.83529  0.09
H 1.02841 -3.52981 -1.65564  0.11
H -0.05034 -3.86785 -0.30528  0.08
H -1.47810 -4.46313 -1.80010  0.04
H -0.55379 -3.95498 -3.02461  0.06
H -2.32173 1.99405 -5.20204  0.14
H -3.77483 0.96774 -4.91757  0.12
C -2.33841 2.52769 3.49271  -0.11
C -3.64336 3.22100 3.86399  -0.25
C -3.59368 4.73203 3.62520  -0.18
C -2.59849 5.38322 4.47642  -0.22
N -1.81028 5.87702 5.14874  0.17
H -1.51035 2.88771 4.10564  0.07
H -2.42141 1.45146 3.64843  0.08
H -2.08905 2.70093 2.44522  0.06
H -3.88070 3.01383 4.90910  0.12
H -4.45394 2.79854 3.26611  0.11
H -4.57441 5.16421 3.83223  0.12
H -3.37216 4.93964 2.57592  0.12
C 5.60276 2.50694 1.02558  -0.10
C 4.17008 2.86508 1.41131  -0.28
C 3.36275 1.65879 1.89438  -0.18
C 3.18422 0.66048 0.84419  -0.17
N 3.03685 -0.12394 0.01796  0.16
H 5.63127 1.80244 0.19110  0.07
H 6.14531 3.40131 0.72025  0.08
H 6.13487 2.05977 1.86780  0.08
H 3.67132 3.33216 0.55957  0.11
H 4.19346 3.60451 2.20577  0.07
H 2.37964 1.99698 2.22787  0.09
H 3.84983 1.20095 2.75824  0.13
C 3.36951 2.79842 6.46841  -0.11
C 2.55413 4.07165 6.66457  -0.25
C 1.39457 4.19912 5.67173  -0.19
C 1.85984 4.31066 4.29059  -0.20
N 2.22760 4.39296 3.20580  0.17
H 3.84200 2.77522 5.48389  0.06
H 4.16034 2.73641 7.21558  0.07
H 2.74025 1.91122 6.56798  0.08
H 3.21174 4.93911 6.58393  0.12
H 2.14511 4.07661 7.67626  0.11
H 0.80605 5.08561 5.91592  0.10
H 0.72579 3.34085 5.76382  0.12
C 0.54157 -7.89771 2.77648  -0.12
C -0.15649 -6.60986 3.19369  -0.25
C -1.43003 -6.33935 2.38585  -0.18
C -1.14281 -6.13414 0.96738  -0.19
N -0.91005 -5.99327 -0.14877  0.16
H 0.86929 -7.85177 1.74180  0.03
H 1.42273 -8.06793 3.39287  0.08
H -0.12189 -8.75827 2.88954  0.08
H 0.53755 -5.77238 3.09206  0.11
H -0.42269 -6.67322 4.25044  0.11
H -1.92599 -5.44911 2.77839  0.12
H -2.13185 -7.16765 2.49969  0.13
C 2.69315 -7.10620 -2.50733  -0.11
C 2.43944 -8.60530 -2.62197  -0.26
C 1.60632 -9.15900 -1.46278  -0.19
C 2.29268 -9.03336 -0.17816  -0.23
N 2.83098 -8.91853 0.82901  0.16
H 3.26757 -6.86630 -1.61083  0.07
H 3.26050 -6.75159 -3.36850  0.07
H 1.75114 -6.55278 -2.46964  0.06
H 3.39402 -9.13120 -2.68150  0.11
H 1.90920 -8.80376 -3.55552  0.11
H 1.39195 -10.21387 -1.64425  0.12
H 0.64388 -8.64380 -1.41476  0.11
C -0.01445 7.68366 2.01160  -0.11
C -1.30588 8.40393 2.38198  -0.27
C -1.23333 9.91720 2.15870  -0.19
C -0.23806 10.55584 3.01881  -0.24
N 0.55174 11.05054 3.68782  0.15
H 0.81892 8.01591 2.63210  0.07
H -0.12594 6.60813 2.15658  0.05
H 0.24571 7.85906 0.96520  0.08
H -1.55159 8.18921 3.42371  0.09
H -2.12010 8.00165 1.77320  0.10
H -2.21056 10.35809 2.36447  0.12
H -1.00507 10.13133 1.11260  0.12

Properties
maximum force = 2.7 eV/A
highest occupied orbital energy = -12.5 eV
charge = +1